1.
Here is a structure of composition C53H41CdN9O2S2Si from the OMol25 dataset. Energies are from wB97M-V/def2-TZVPD.

Its relative energy (zero: lowest compared OMol25 entry of this formula, charge and spin) is 561.5 kJ/mol. As for the charge: -2. The calculated total energy is -107243.1392 eV.

```
109
Properties=species:S:1:pos:R:3:forces:R:3:lowdin_charge:R:1
Cd -1.211309 0.163102 0.290880 -0.901 0.567 -0.182 1.35
C 2.941101 -5.786958 0.670181 0.029 0.099 -0.071 -0.04
C 1.897100 -4.703670 0.944714 -0.089 -0.170 0.264 -0.34
C -0.678523 -4.556390 0.235679 0.079 -0.113 -0.023 -0.12
C -1.290328 -3.724195 1.315363 0.044 0.202 0.070 0.01
C -0.915988 -2.451986 1.557274 -0.161 -0.421 -0.061 -0.26
N -1.671172 -1.360647 1.984711 0.124 0.461 -0.023 0.00
C -2.651850 -1.392239 2.886904 -0.090 0.136 0.013 -0.25
C -2.855417 -2.466835 3.796127 0.056 -0.100 -0.047 -0.02
C -3.857716 -2.469487 4.735352 -0.054 0.125 0.005 -0.06
C -4.735575 -1.391541 4.872539 -0.078 -0.071 0.047 -0.31
C -5.820105 -1.364536 5.920613 0.086 0.094 -0.072 -0.08
C -4.542951 -0.315284 4.024511 0.063 0.031 -0.037 -0.02
C -3.555466 -0.294150 3.043411 0.000 -0.317 0.318 -0.12
N -3.512797 0.878859 2.220350 -0.258 0.028 -0.144 -0.08
C -4.582394 1.644182 1.910326 0.111 0.130 -0.120 -0.07
C -4.121375 2.795374 1.309777 -0.036 0.087 0.049 -0.08
C -2.735428 2.637012 1.265860 -0.162 -0.046 0.172 -0.20
N -2.373201 1.477451 1.816579 0.092 0.352 0.123 -0.01
C 1.699878 -2.257779 1.594463 -0.288 -0.241 0.169 -0.20
C 2.625011 -3.351545 1.186775 0.123 0.208 -0.187 -0.07
N 2.359085 -1.038166 2.054576 0.360 0.170 -0.240 -0.07
C 3.631933 -0.951462 2.494371 0.175 0.041 -0.052 -0.09
C 3.755365 0.238809 3.180114 0.151 0.002 -0.010 -0.08
C 2.483617 0.812422 3.098137 -0.076 0.055 -0.181 -0.17
N 1.647914 0.038606 2.416963 -0.291 -0.052 0.032 0.09
H 2.472919 -6.771275 0.713310 -0.020 0.009 0.031 0.08
H 3.395149 -5.642325 -0.319689 0.005 -0.056 -0.011 0.08
H 3.727997 -5.752081 1.425938 -0.014 0.039 0.011 0.08
H -1.349612 -5.337535 -0.099514 0.002 0.033 -0.045 0.13
H -2.225068 -4.105174 1.706615 -0.010 0.031 -0.004 0.10
H -2.167477 -3.300971 3.746038 -0.012 0.003 -0.024 0.10
H -3.956787 -3.324771 5.396262 0.022 -0.008 -0.001 0.11
H -5.982317 -2.357963 6.340020 -0.008 -0.005 0.001 0.06
H -5.567195 -0.691361 6.745968 -0.023 -0.035 0.028 0.07
H -6.765917 -1.017157 5.496813 -0.033 -0.032 0.047 0.07
H -5.177925 0.555566 4.149592 0.026 0.037 -0.039 0.11
H -5.590658 1.328357 2.106750 0.042 -0.108 0.089 0.12
H -4.704792 3.619195 0.936146 -0.018 -0.043 -0.023 0.09
H -1.984176 3.293979 0.856779 0.042 -0.067 -0.055 0.08
H 3.626663 -3.157208 0.818482 -0.016 0.025 -0.009 0.13
H 4.357358 -1.724479 2.309938 -0.074 -0.022 -0.021 0.12
H 4.638344 0.627244 3.659880 -0.007 0.009 -0.047 0.08
H 2.136288 1.756135 3.486489 -0.019 0.036 -0.017 0.09
O 0.533450 -5.209775 4.503035 -0.030 -0.146 0.038 0.00
C 0.764048 -5.587325 3.155958 -0.060 0.277 -0.244 -0.56
O 0.334893 -6.701412 2.820729 -0.027 -0.088 0.067 -0.04
C 1.428190 -4.662645 2.383545 0.355 -0.143 0.159 -0.16
C 0.773055 -4.833987 -0.070585 -0.108 0.036 0.055 -0.11
C 0.064167 -3.774986 -0.870714 0.168 -0.051 -0.436 -0.11
C 0.085740 -2.349675 -0.535383 -0.274 0.018 0.122 -0.23
C 0.371594 -1.976041 0.905493 0.186 0.090 -0.067 -0.15
C 2.076203 -3.361903 2.611835 -0.388 -0.287 0.337 -0.07
N -0.697074 -1.487162 -1.097470 0.844 -0.256 -0.057 -0.03
C -1.480227 -1.618535 -2.202797 -0.250 -0.039 -0.358 -0.16
C -2.422431 -0.632620 -2.467503 0.260 -0.127 0.247 -0.31
C -3.292346 -0.741750 -3.602147 -0.156 0.053 -0.118 -0.07
C -4.223630 0.214032 -3.856769 0.206 -0.080 0.003 -0.12
C -4.307683 1.341120 -3.010361 -0.094 0.184 0.021 -0.12
C -3.452359 1.397923 -1.938908 -0.176 0.032 -0.032 -0.20
N -2.560105 0.453436 -1.618906 0.114 -0.112 -0.156 -0.01
H 0.858381 -4.309148 4.604944 -0.022 0.058 -0.038 0.06
H 0.878080 -5.744697 -0.652619 -0.064 -0.002 -0.003 0.13
H -0.166774 -4.010532 -1.902643 -0.027 0.003 0.044 0.12
H 0.316112 -0.881445 0.918256 0.803 -0.534 0.317 0.03
H 2.559133 -3.014601 3.523661 0.038 0.110 -0.109 0.14
H -1.411303 -2.481587 -2.856725 -0.007 0.014 0.065 0.09
H -3.186350 -1.613449 -4.237191 -0.008 0.014 -0.004 0.10
H -4.884144 0.124635 -4.712409 0.013 -0.025 -0.004 0.09
H -5.016277 2.136013 -3.195765 0.040 0.040 0.027 0.08
H -3.496761 2.248938 -1.269535 0.038 0.000 0.029 0.08
S 0.425001 2.212730 -0.723507 0.013 -0.058 -0.136 0.68
C 2.121798 2.352503 -0.254400 0.081 -0.007 0.180 -0.63
C 2.527663 3.466918 0.453063 0.068 0.086 0.177 -0.07
C 3.871391 3.678367 0.755418 -0.120 -0.484 -0.249 -0.20
C 4.256638 4.845407 1.466830 0.111 0.419 0.238 -0.20
N 4.542976 5.804345 2.037397 -0.013 -0.063 -0.030 0.14
C 4.822392 2.729950 0.323808 -0.663 -0.049 -0.054 -0.19
C 4.409329 1.611334 -0.381927 0.245 0.193 0.153 -0.04
C 3.063584 1.398562 -0.695941 -0.182 -0.185 0.008 -0.70
S 2.545877 0.084168 -1.662599 -0.142 -0.191 0.107 0.67
C 6.204713 2.927844 0.604177 0.492 0.041 0.086 -0.19
N 7.322046 3.088558 0.827037 -0.058 -0.023 -0.019 0.15
H 1.790964 4.194727 0.769276 0.041 0.025 -0.003 0.12
H 5.140796 0.892315 -0.724040 0.009 0.008 0.008 0.12
C 4.717967 3.945213 -4.100724 0.013 0.023 0.001 -0.11
C 3.785245 4.536118 -3.262851 0.016 0.055 0.018 -0.09
C 2.618332 3.858314 -2.933801 -0.066 -0.006 -0.109 -0.10
C 2.371387 2.571429 -3.409422 -0.054 -0.141 -0.034 -0.31
C 3.316231 1.998379 -4.261757 -0.010 0.009 -0.004 -0.12
C 4.472831 2.677073 -4.612370 0.030 0.001 -0.055 -0.10
Si 0.851788 1.578733 -2.846684 0.162 0.587 -0.063 0.33
C -0.490125 2.693083 -3.685950 -0.089 -0.068 0.313 -0.31
C -0.979773 2.286793 -4.925936 0.053 -0.123 0.050 -0.12
C -1.855468 3.072084 -5.661645 -0.064 -0.027 -0.106 -0.11
C -2.265810 4.301754 -5.171796 -0.064 -0.010 -0.016 -0.12
C -1.795664 4.730969 -3.939762 0.037 0.079 0.053 -0.11
C -0.922091 3.936047 -3.211075 -0.001 -0.038 -0.052 -0.13
H 5.633619 4.468013 -4.350711 -0.002 -0.009 0.002 0.09
H 3.968897 5.523451 -2.854551 -0.003 -0.007 -0.004 0.10
H 1.892630 4.338874 -2.287339 0.013 0.015 0.003 0.09
H 3.151293 0.991879 -4.629816 0.061 -0.010 0.016 0.09
H 5.198819 2.211339 -5.269127 -0.021 -0.011 -0.001 0.09
H 0.550319 0.318806 -3.536713 -0.088 -0.128 -0.136 -0.01
H -0.664171 1.325675 -5.321392 -0.072 -0.028 -0.013 0.09
H -2.232049 2.716916 -6.614695 0.026 0.001 0.003 0.09
H -2.956653 4.915420 -5.738833 0.010 -0.009 0.002 0.09
H -2.108531 5.691858 -3.544717 -0.001 -0.021 -0.001 0.09
H -0.561979 4.294101 -2.254325 -0.042 0.005 0.041 0.06
```
Positions in Å, forces in eV/Å.

=====

2.
Here is a structure of composition C53H43Cl2N5O4P2PbS2Te from the OMol25 dataset. Energies are from wB97M-V/def2-TZVPD.

Its relative energy (zero: lowest compared OMol25 entry of this formula, charge and spin) is 97.0 kJ/mol. As for the charge: -2. The calculated total energy is -149138.6661 eV.

```
113
Properties=species:S:1:pos:R:3:forces:R:3:lowdin_charge:R:1
Pb -0.053868 0.858723 1.346476 -0.071 0.023 -0.353 1.15
Cl 1.693897 7.498891 1.184867 0.043 -0.076 -0.010 0.60
C 1.966824 5.772660 1.253357 0.035 -0.002 -0.033 -0.68
C 1.165679 5.010298 2.088092 -0.018 0.080 -0.024 -0.05
C 1.319392 3.629385 2.157683 -0.091 -0.089 0.081 -0.23
N 0.422849 2.788444 2.830903 -0.159 0.185 -0.218 -0.06
C -0.340016 3.206600 3.832867 -0.075 0.169 -0.066 -0.52
O -0.248097 4.240689 4.511421 -0.041 0.009 0.039 -0.01
C -1.479587 2.249270 4.193883 0.093 0.007 -0.163 -0.21
C -2.244418 2.490118 5.327122 -0.068 -0.002 0.098 -0.01
C -3.281874 1.622673 5.623749 0.029 0.031 0.003 -0.07
C -3.536820 0.549785 4.780360 -0.025 -0.033 -0.014 -0.06
C -2.732819 0.388283 3.664852 0.153 0.069 -0.024 -0.12
N -1.729700 1.219041 3.388682 -0.071 0.009 0.113 0.01
C 2.344367 3.007925 1.401585 0.019 -0.191 0.089 -0.22
C 3.143353 3.794651 0.574440 0.027 0.042 -0.012 -0.05
C 2.952342 5.165563 0.490532 -0.016 0.008 0.049 -0.68
Cl 3.995890 6.093070 -0.565091 -0.108 -0.046 0.070 0.60
N 2.441788 1.605744 1.507609 0.122 0.144 0.075 0.01
C 3.638808 1.029331 1.417888 -0.095 -0.023 -0.096 -0.49
O 4.747060 1.527411 1.173845 -0.004 -0.012 -0.008 0.00
C 3.635655 -0.476104 1.676484 0.013 -0.089 0.121 -0.21
C 4.293786 -1.348776 0.844573 0.125 -0.075 0.022 -0.06
C 4.670211 -2.625148 1.382796 -0.078 0.130 -0.003 -0.12
C 3.999675 -3.125228 2.445190 -0.072 0.057 -0.094 -0.15
C 2.805466 -2.366042 2.858661 0.557 0.483 0.056 -0.36
N 3.099189 -0.961599 2.819022 -0.347 -0.446 -0.097 0.05
H 0.400254 5.486068 2.682957 0.025 -0.003 -0.050 0.10
H -2.002267 3.350368 5.935736 0.001 -0.017 -0.019 0.11
H -3.890019 1.779755 6.506623 -0.005 0.000 0.007 0.10
H -4.336425 -0.152010 4.980391 0.019 0.025 -0.002 0.10
H -2.878200 -0.429365 2.963343 0.014 0.039 0.061 0.12
H 3.932847 3.330938 0.004349 -0.029 0.003 0.001 0.10
H 4.762585 -0.956361 -0.046258 -0.013 0.006 0.046 0.10
H 5.531034 -3.136359 0.963720 -0.045 -0.027 0.021 0.10
H 4.292593 -4.024291 2.971624 -0.073 -0.056 -0.094 0.10
H 2.368581 -2.658152 3.805778 -0.101 0.001 0.018 0.10
S -1.861791 -1.738841 -0.399569 -0.078 0.067 -0.018 0.13
P -0.810212 -0.677543 -1.764767 0.531 -0.044 -0.217 0.31
C -0.199521 0.872211 -1.498187 -0.767 -0.108 0.076 -0.64
P -1.259583 2.181142 -1.437477 0.447 0.133 -0.028 0.37
S -1.763380 2.874176 0.418330 0.027 -0.156 -0.063 0.25
C -2.870473 2.075865 -2.324265 -0.060 -0.158 0.000 -0.33
C -3.940739 1.440385 -1.687720 -0.003 0.105 -0.102 -0.12
C -5.168064 1.322003 -2.323847 0.093 0.026 -0.005 -0.10
C -5.344468 1.835047 -3.604985 0.013 -0.031 0.053 -0.12
C -4.283914 2.452967 -4.248630 0.094 -0.014 0.030 -0.10
C -3.050319 2.567351 -3.613135 -0.048 -0.046 -0.012 -0.08
C -0.455941 3.617080 -2.263073 0.016 0.072 0.053 -0.35
C -0.976492 4.902764 -2.115432 -0.021 0.010 0.013 -0.11
C -0.343212 5.994298 -2.691572 -0.019 -0.068 0.017 -0.09
C 0.827825 5.812096 -3.419023 0.037 -0.076 0.000 -0.11
C 1.358504 4.537571 -3.563897 -0.050 -0.038 0.044 -0.09
C 0.718223 3.442290 -2.987320 -0.057 0.045 0.021 -0.09
C 0.661591 -1.714398 -2.228706 -0.031 -0.023 -0.007 -0.35
C 1.953165 -1.198272 -2.165265 -0.026 -0.011 -0.059 -0.10
C 3.033387 -1.941042 -2.643245 -0.075 0.016 0.013 -0.10
C 2.829978 -3.200833 -3.192725 0.001 0.062 0.059 -0.12
C 1.544520 -3.734567 -3.233814 -0.044 0.060 -0.006 -0.12
C 0.473203 -2.997684 -2.747965 0.020 0.020 0.042 -0.10
C -1.704973 -0.809124 -3.383263 0.014 0.237 -0.057 -0.33
C -2.997168 -1.298162 -3.498071 -0.043 -0.065 -0.072 -0.12
C -3.652544 -1.285069 -4.728996 0.058 0.008 0.063 -0.10
C -3.013363 -0.792061 -5.855780 0.049 0.020 0.030 -0.12
C -1.712776 -0.303377 -5.752046 0.002 -0.035 0.110 -0.10
C -1.069757 -0.303833 -4.522688 -0.070 -0.067 0.006 -0.09
H -3.799257 1.050883 -0.687109 -0.001 -0.013 0.012 0.08
H -5.988707 0.824877 -1.819957 0.005 0.002 0.007 0.10
H -6.304125 1.744886 -4.102212 0.014 -0.001 0.014 0.09
H -4.411523 2.844427 -5.251251 0.016 0.000 -0.002 0.09
H -2.223134 3.048964 -4.121384 -0.018 -0.002 -0.011 0.10
H -1.867757 5.043293 -1.512937 0.034 0.006 -0.020 0.09
H -0.744277 6.991718 -2.549417 -0.001 -0.039 -0.006 0.09
H 1.337015 6.666779 -3.850688 -0.001 -0.031 0.023 0.09
H 2.287224 4.395637 -4.105408 -0.028 -0.001 0.016 0.09
H 1.125208 2.438987 -3.057376 0.009 0.018 -0.008 0.08
H 2.086392 -0.195506 -1.766143 -0.005 -0.064 -0.020 0.09
H 4.033347 -1.521753 -2.604067 -0.048 -0.021 0.038 0.10
H 3.670360 -3.770294 -3.576476 -0.032 0.024 0.012 0.09
H 1.379004 -4.724473 -3.647215 -0.010 0.047 0.014 0.09
H -0.529825 -3.409547 -2.772806 -0.002 -0.018 -0.006 0.10
H -3.483402 -1.686207 -2.609527 -0.001 0.029 -0.022 0.06
H -4.670611 -1.652535 -4.801665 0.025 0.008 0.017 0.09
H -3.527705 -0.775208 -6.811049 0.022 -0.004 0.028 0.09
H -1.207969 0.090152 -6.627537 -0.004 -0.005 0.022 0.09
H -0.066829 0.099800 -4.426123 -0.028 0.010 -0.014 0.11
N 1.294569 0.701755 4.668372 -0.023 -0.616 0.210 0.02
C 0.559264 -0.309035 5.437838 0.192 0.366 -0.026 -0.17
C 0.214923 -1.533759 4.603968 -0.188 -0.026 -0.060 -0.69
O -0.003482 -2.597249 5.199555 0.098 -0.017 -0.253 -0.02
O 0.162742 -1.325756 3.344834 -0.060 -0.145 -0.056 -0.32
H 0.741884 1.042370 3.884343 0.302 -0.145 0.304 -0.01
H 2.593932 -0.354793 3.467981 -0.154 0.341 -0.048 0.10
H 1.489634 1.517446 5.234639 0.047 0.042 0.031 0.08
H -0.387769 0.057947 5.857692 -0.041 0.025 0.031 0.11
H 1.169478 -0.658809 6.268065 0.041 0.055 0.122 0.11
C 1.885517 -4.232668 0.275987 -0.076 -0.039 -0.258 -0.31
Te 1.086495 -2.551906 1.340918 0.194 -0.320 0.008 1.70
C -0.151337 -4.045598 2.201378 -0.035 -0.079 -0.093 -0.31
C -0.177087 -5.212353 1.248253 0.003 0.074 0.052 -0.26
C -1.167776 -6.188632 1.302896 -0.003 0.006 0.008 -0.04
C -1.173528 -7.240000 0.396889 0.070 0.036 -0.038 -0.10
C -0.189720 -7.312841 -0.584712 -0.056 0.028 0.067 -0.10
C 0.796135 -6.338270 -0.646897 -0.011 -0.001 -0.032 -0.05
C 0.816126 -5.291087 0.270027 0.057 0.070 0.030 -0.26
H 2.751085 -4.556954 0.854961 0.106 -0.009 0.024 0.06
H 2.230224 -3.963490 -0.725295 -0.096 0.032 0.161 0.04
H -1.129741 -3.598067 2.346179 -0.048 0.069 0.018 0.06
H 0.252859 -4.281848 3.183303 0.005 -0.006 0.103 0.07
H -1.948727 -6.111113 2.052846 0.047 -0.009 -0.036 0.11
H -1.953534 -7.991040 0.444602 0.014 0.019 -0.009 0.09
H -0.199904 -8.121586 -1.307017 -0.002 0.031 0.019 0.09
H 1.552627 -6.376252 -1.424250 -0.015 -0.003 0.051 0.11
```
Positions in Å, forces in eV/Å.